2 unconnected molecules or ions with the total composition C4H14NO2 in a non-equilibrium geometry, computed with ωB97M-V/def2-TZVPD.

Summary:
energy: -365.779863 a.u.
HOMO energy: -14.79 eV
lowest unoccupied orbital energy: -2.81 eV
ΔE to the lowest compared entry with this formula, charge and spin: 31.9 kcal per mole
total charge: +1

Each atom is followed by the atoms it is bonded to, with distances in Å.
Element x y z (Å)
1 O 0.258 -0.664 -2.260  C2 1.391, H7 0.971
2 C 1.407 -0.203 -1.627  O1 1.391, C3 1.570, H8 1.077, H9 1.110
3 C 1.499 -0.681 -0.134  C2 1.570, N4 1.487, H10 1.087, H11 1.086
4 N 0.130 -0.452 0.399  C3 1.487, C5 1.614, H12 1.025, H13 1.027
5 C -0.025 -0.835 1.960  N4 1.614, C6 1.495, H14 1.086, H15 1.089
6 C -0.824 0.279 2.557  C5 1.495, H16 1.109, H17 1.094, H18 1.091
7 H 0.381 -1.464 -2.796  O1 0.971
8 H 2.254 -0.616 -2.149  C2 1.077
9 H 1.417 0.907 -1.639  C2 1.110
10 H 1.913 -1.678 -0.012  C3 1.087
11 H 2.179 -0.013 0.386  C3 1.086
12 H -0.608 -0.983 -0.074  N4 1.025
13 H -0.228 0.510 0.365  N4 1.027
14 H -0.566 -1.774 1.895  C5 1.086
15 H 1.018 -0.898 2.263  C5 1.089
16 H -0.200 1.188 2.677  C6 1.109
17 H -1.729 0.536 1.998  C6 1.094
18 H -1.057 0.109 3.609  C6 1.091
19 H -2.427 1.677 -1.429  O21 0.953
20 H -2.115 3.048 -0.780  O21 0.964
21 O -1.991 2.096 -0.691  H19 0.953, H20 0.964



3 unconnected molecules or ions with the total composition C4H14NO2 in a non-equilibrium geometry, computed with ωB97M-V/def2-TZVPD.

Summary:
energy: -365.770088 a.u.
HOMO energy: -15.29 eV
lowest unoccupied orbital energy: -4.65 eV
ΔE to the lowest compared entry with this formula, charge and spin: 38.0 kcal per mole
total charge: +1

Each atom is followed by the atoms it is bonded to, with distances in Å.
Element x y z (Å)
1 C -0.293 -2.715 0.461  C2 1.524, H6 1.082, H7 1.091, H8 1.089
2 C -0.121 -1.460 -0.388  C1 1.524, C3 1.513, H9 1.087, H10 1.092
3 C 0.416 -0.338 0.474  C2 1.513, N5 1.499, H11 1.091, H12 1.087
4 C 1.690 1.702 0.033  N5 1.264, H13 1.080, H14 1.077
5 N 0.874 0.821 -0.359  C3 1.499, C4 1.264, H15 1.026
6 H -0.325 -3.643 -0.093  C1 1.082
7 H -1.217 -2.670 1.037  C1 1.091
8 H 0.531 -2.806 1.167  C1 1.089
9 H -1.047 -1.122 -0.848  C2 1.087
10 H 0.551 -1.736 -1.203  C2 1.092
11 H 1.340 -0.615 0.984  C3 1.091
12 H -0.314 -0.100 1.243  C3 1.087
13 H 1.772 1.875 1.096  C4 1.080
14 H 2.136 2.344 -0.709  C4 1.077
15 H 0.478 0.770 -1.304  N5 1.026
16 H -0.688 0.741 -3.581  O18 0.963
17 H -1.857 1.325 -2.792  O18 0.965
18 O -1.016 0.864 -2.683  H16 0.963, H17 0.965
19 H -1.543 2.740 2.456  O21 0.967
20 H -0.273 2.115 2.746  O21 0.975
21 O -1.093 1.907 2.260  H19 0.967, H20 0.975



3 unconnected molecules or ions with the total composition C4H14NO2 in a non-equilibrium geometry, computed with ωB97M-V/def2-TZVPD.

Summary:
energy: -365.799525 a.u.
HOMO energy: -14.01 eV
lowest unoccupied orbital energy: -3.21 eV
ΔE to the lowest compared entry with this formula, charge and spin: 19.6 kcal per mole
total charge: +1

Each atom is followed by the atoms it is bonded to, with distances in Å.
Element x y z (Å)
1 C 1.054 -0.318 0.321  N2 1.515, C5 1.555, H6 1.079, H7 1.075
2 N -0.060 -1.334 0.167  C1 1.515, C3 1.496, H8 1.021, H9 1.024
3 C -1.222 -0.679 -0.509  N2 1.496, C4 1.514, H10 1.078, H11 1.091
4 C -1.118 0.790 -0.160  C3 1.514, C5 1.545, H12 1.088, H13 1.089
5 C 0.308 1.045 0.376  C1 1.555, C4 1.545, H14 1.091, H15 1.071
6 H 1.571 -0.475 1.255  C1 1.079
7 H 1.599 -0.373 -0.604  C1 1.075
8 H -0.305 -1.710 1.083  N2 1.021
9 H 0.224 -2.147 -0.389  N2 1.024
10 H -2.173 -1.088 -0.206  C3 1.078
11 H -1.120 -0.927 -1.567  C3 1.091
12 H -1.365 1.522 -0.928  C4 1.088
13 H -1.807 1.049 0.643  C4 1.089
14 H 0.252 1.317 1.430  C5 1.091
15 H 0.847 1.805 -0.152  C5 1.071
16 H 1.686 4.598 1.628  O18 0.958
17 H 3.033 4.650 0.846  O18 0.958
18 O 2.080 4.604 0.755  H16 0.958, H17 0.958
19 H -1.441 -4.200 -0.581  O21 0.957
20 H -0.978 -4.377 -2.066  O21 0.962
21 O -1.064 -3.753 -1.339  H19 0.957, H20 0.962



2 unconnected molecules or ions with the total composition C4H14NO2 in a non-equilibrium geometry, computed with ωB97M-V/def2-TZVPD.

Summary:
energy: -365.797114 a.u.
HOMO energy: -15.05 eV
lowest unoccupied orbital energy: -3.01 eV
ΔE to the lowest compared entry with this formula, charge and spin: 21.1 kcal per mole
total charge: +1

Each atom is followed by the atoms it is bonded to, with distances in Å.
Element x y z (Å)
1 C -0.340 -1.654 0.569  O2 1.425, C3 1.559, H7 1.090, H8 1.085
2 O 0.618 -2.395 -0.182  C1 1.425, H9 0.964
3 C -0.713 -0.426 -0.315  C1 1.559, C4 1.529, N6 1.478, H10 1.088
4 C -0.983 0.819 0.531  C3 1.529, C5 1.525, H11 1.091, H12 1.069
5 C -1.357 2.032 -0.314  C4 1.525, H13 1.087, H14 1.088, H15 1.095
6 N 0.397 -0.185 -1.262  C3 1.478, H16 0.988, H17 1.011, H18 1.021
7 H -1.261 -2.233 0.627  C1 1.090
8 H -0.021 -1.330 1.554  C1 1.085
9 H 0.748 -3.236 0.271  O2 0.964
10 H -1.683 -0.643 -0.756  C3 1.088
11 H -1.772 0.525 1.224  C4 1.091
12 H -0.115 1.073 1.100  C4 1.069
13 H -2.304 1.867 -0.821  C5 1.087
14 H -1.359 2.928 0.302  C5 1.088
15 H -0.536 2.369 -0.955  C5 1.095
16 H 0.146 0.406 -2.013  N6 0.988
17 H 0.707 -1.063 -1.656  N6 1.011
18 H 1.184 0.239 -0.771  N6 1.021
19 H 3.298 -0.124 0.470  O21 0.966
20 H 2.740 0.526 1.678  O21 0.968
21 O 2.607 0.504 0.719  H19 0.966, H20 0.968



2 unconnected molecules or ions with the total composition C4H14NO2 in a non-equilibrium geometry, computed with ωB97M-V/def2-TZVPD.

Summary:
energy: -365.755346 a.u.
HOMO energy: -14.24 eV
lowest unoccupied orbital energy: -3.11 eV
ΔE to the lowest compared entry with this formula, charge and spin: 47.3 kcal per mole
total charge: +1

Each atom is followed by the atoms it is bonded to, with distances in Å.
Element x y z (Å)
1 C 0.096 -1.082 0.118  C2 1.461, H7 1.073, H8 1.085, H9 1.112
2 C -0.555 0.172 -0.255  C1 1.461, C3 1.597, N6 1.620, H10 1.124
3 C 0.569 1.145 -0.839  C2 1.597, C4 1.565, O5 1.415, H11 1.148
4 C 1.764 1.579 0.073  C3 1.565, H12 1.163, H13 1.083, H14 1.099
5 O -0.258 2.286 -0.968  C3 1.415, H15 0.988
6 N -1.252 0.980 0.963  C2 1.620, H16 1.015, H17 0.959, H18 1.048
7 H 0.742 -1.572 -0.586  C1 1.073
8 H 0.600 -0.898 1.062  C1 1.085
9 H -0.646 -1.903 0.221  C1 1.112
10 H -1.357 0.127 -1.042  C2 1.124
11 H 0.905 0.639 -1.813  C3 1.148
12 H 2.662 1.036 -0.429  C4 1.163
13 H 1.939 2.640 -0.060  C4 1.083
14 H 1.691 1.283 1.129  C4 1.099
15 H -0.140 2.666 -1.872  O5 0.988
16 H -1.473 1.955 0.790  N6 1.015
17 H -2.051 0.550 1.273  N6 0.959
18 H -0.525 0.890 1.712  N6 1.048
19 H -1.169 -4.602 -0.443  O21 0.983
20 H -0.500 -4.093 0.861  O21 0.973
21 O -1.042 -3.799 0.109  H19 0.983, H20 0.973



3 unconnected molecules or ions with the total composition C4H14NO3 in a non-equilibrium geometry, computed with ωB97M-V/def2-TZVPD.

Summary:
energy: -441.307215 a.u.
HOMO energy: -4.08 eV
lowest unoccupied orbital energy: 3.81 eV
ΔE to the lowest compared entry with this formula, charge and spin: 7.3 kcal per mole
total charge: -1

Each atom is followed by the atoms it is bonded to, with distances in Å.
Element x y z (Å)
1 C 1.252 -0.500 -0.039  O2 1.382, C3 1.549, H7 1.111, H8 1.109
2 O 1.905 0.637 0.397  C1 1.382
3 C -0.026 -0.164 -0.848  C1 1.549, C4 1.512, N6 1.473, H9 1.097
4 C -0.674 -1.319 -1.579  C3 1.512, C5 1.521, H10 1.101, H11 1.094
5 C -0.881 -2.540 -0.697  C4 1.521, H12 1.093, H13 1.094, H14 1.096
6 N 0.172 0.954 -1.786  C3 1.473, H15 1.006, H16 1.007
7 H 0.956 -1.137 0.821  C1 1.111
8 H 1.916 -1.150 -0.645  C1 1.109
9 H -0.727 0.232 -0.103  C3 1.097
10 H -0.090 -1.603 -2.468  C4 1.101
11 H -1.606 -1.024 -2.071  C4 1.094
12 H 0.008 -3.139 -0.487  C5 1.093
13 H -1.260 -2.254 0.289  C5 1.094
14 H -1.584 -3.290 -1.078  C5 1.096
15 H 1.167 1.066 -1.889  N6 1.006
16 H -0.125 1.812 -1.350  N6 1.007
17 H 0.897 3.062 1.178  O19 0.965
18 H 0.991 1.449 0.896  O19 1.121
19 O 0.347 2.277 1.290  H17 0.965, H18 1.121
20 H -0.270 2.466 2.962  O22 0.987
21 H -1.557 1.831 3.431  O22 0.962
22 O -0.811 2.332 3.776  H20 0.987, H21 0.962



3 unconnected molecules or ions with the total composition C4H14NO3 in a non-equilibrium geometry, computed with ωB97M-V/def2-TZVPD.

Summary:
energy: -441.124587 a.u.
multiplicity: 2
HOMO energy (spin up / spin down): -9.69 / -9.67 eV
lowest unoccupied orbital energy (spin up / spin down): 0.64 / -2.73 eV
ΔE to the lowest compared entry with this formula, charge and spin: 66.7 kcal per mole

Each atom is followed by the atoms it is bonded to, with distances in Å.
Element x y z (Å)
1 C -2.535 1.041 -0.665  C2 1.574, H7 1.049, H8 1.031, H9 1.049
2 C -1.752 -0.218 -0.135  C1 1.574, N3 1.484, H10 1.066, H11 0.978
3 N -0.334 -0.353 -0.549  C2 1.484, C4 1.596, H12 0.991
4 C 0.369 -1.477 0.340  N3 1.596, C5 1.529, H13 1.113, H14 1.094
5 C 1.825 -1.058 0.543  C4 1.529, O6 1.385, H15 1.186, H16 1.125
6 O 1.830 0.177 1.168  C5 1.385
7 H -3.500 0.648 -0.784  C1 1.049
8 H -2.440 1.821 0.002  C1 1.031
9 H -2.345 1.421 -1.625  C1 1.049
10 H -2.394 -0.988 -0.497  C2 1.066
11 H -1.843 -0.197 0.839  C2 0.978
12 H 0.136 0.500 -0.367  N3 0.991
13 H -0.299 -1.665 1.210  C4 1.113
14 H 0.369 -2.320 -0.357  C4 1.094
15 H 2.302 -1.073 -0.543  C5 1.186
16 H 2.472 -1.785 1.108  C5 1.125
17 H 1.968 2.591 3.008  O19 0.983
18 H 1.518 1.405 2.253  O19 1.031
19 O 1.162 2.028 2.993  H17 0.983, H18 1.031
20 H -0.413 -1.083 -2.665  O22 1.020
21 H -0.400 0.370 -3.209  O22 1.003
22 O -0.522 -0.568 -3.539  H20 1.020, H21 1.003



3 unconnected molecules or ions with the total composition C4H14NO3 in a non-equilibrium geometry, computed with ωB97M-V/def2-TZVPD.

Summary:
energy: -440.509970 a.u.
multiplicity: 2
HOMO energy (spin up / spin down): -17.63 / -17.59 eV
lowest unoccupied orbital energy (spin up / spin down): -10.04 / -14.07 eV
ΔE to the lowest compared entry with this formula, charge and spin: 24.8 kcal per mole
total charge: +2

Each atom is followed by the atoms it is bonded to, with distances in Å.
Element x y z (Å)
1 C -0.525 0.290 -0.674  C2 1.536, H7 1.093, H8 1.079, H9 1.084
2 C 0.847 0.657 -0.091  C1 1.536, C3 1.523, N6 1.585, H10 1.098
3 C 1.832 -0.504 -0.084  C2 1.523, C4 1.518, H11 1.117, H12 1.103
4 C 1.435 -1.743 0.698  C3 1.518, O5 1.189, H13 1.143
5 O 0.588 -1.724 1.532  C4 1.189
6 N 0.628 1.233 1.370  C2 1.585, H14 1.019, H15 1.034, H16 1.020
7 H -0.676 -0.789 -0.757  C1 1.093
8 H -0.697 0.689 -1.662  C1 1.079
9 H -1.349 0.707 -0.107  C1 1.084
10 H 1.259 1.510 -0.648  C2 1.098
11 H 2.850 -0.252 0.299  C3 1.117
12 H 2.215 -0.662 -1.107  C3 1.103
13 H 1.963 -2.730 0.465  C4 1.143
14 H 0.632 0.434 2.003  N6 1.019
15 H -0.339 1.586 1.466  N6 1.034
16 H 1.341 1.934 1.570  N6 1.020
17 H -3.169 1.002 1.906  O19 0.958
18 H -2.571 2.263 1.278  O19 0.962
19 O -2.370 1.530 1.866  H17 0.958, H18 0.962
20 H -1.975 -1.491 -3.259  O22 0.967
21 H -0.907 -2.434 -2.888  O22 0.978
22 O -1.012 -1.505 -3.176  H20 0.967, H21 0.978